The following is a quantum chemistry calculation of the molecule C3H6N2O, from OMol25.

Output
orbital gap	10.72	eV
relative energy (zero: lowest compared OMol25 entry of this formula, charge and spin)	62.2	kJ/mol
LUMO	0.77	eV
highest occupied orbital energy	-0.3655	Ha

Each atom is followed by the atoms it is bonded to, with distances in Å.
Positions of all 12 atoms, in Å:
1 H -1.883 0.868 -1.529  N2 1.017
2 N -0.969 0.436 -1.643  H1 1.017, C3 1.272
3 C -0.409 0.233 -0.520  N2 1.272, C4 1.514, N5 1.402
4 C -1.004 0.555 0.835  C3 1.514, H8 1.095, H9 1.093, H10 1.095
5 N 0.905 -0.249 -0.597  C3 1.402, C6 1.372, H11 1.013
6 C 1.659 -1.004 0.265  N5 1.372, O7 1.211, H12 1.103
7 O 2.769 -1.396 -0.017  C6 1.211
8 H -1.521 1.517 0.752  C4 1.095
9 H -0.257 0.647 1.627  C4 1.093
10 H -1.749 -0.189 1.136  C4 1.095
11 H 1.287 -0.183 -1.533  N5 1.013
12 H 1.170 -1.237 1.226  C6 1.103

Here is what natural (NBO) gives for the atomic charges, in e: 0.340 -0.663 0.449 -0.701 -0.635 0.536 -0.572 0.240 0.227 0.241 0.422 0.115

=====

The following is a quantum chemistry calculation of a cluster of 2 separate species, C7H10 in total, from OMol25.

Output
orbital gap	9.35	eV
relative energy (zero: lowest compared OMol25 entry of this formula, charge and spin)	552.4	kJ/mol
LUMO	0.97	eV
highest occupied orbital energy	-0.3079	Ha

Each atom is followed by the atoms it is bonded to, with distances in Å.
Positions of all 17 atoms, in Å:
1 C 0.129 0.847 1.655  C2 1.519, H5 1.097, H6 1.098, H7 1.094
2 C 1.077 0.857 0.468  C1 1.519, C3 1.499, C4 1.501, H8 1.099
3 C 1.385 -0.363 -0.347  C2 1.499, C4 1.358, H9 1.085
4 C 0.617 0.590 -0.936  C2 1.501, C3 1.358, H10 1.084
5 H 0.671 0.612 2.579  C1 1.097
6 H -0.337 1.833 1.784  C1 1.098
7 H -0.663 0.102 1.533  C1 1.094
8 H 1.875 1.603 0.589  C2 1.099
9 H 2.281 -0.905 -0.631  C3 1.085
10 H 0.685 1.152 -1.861  C4 1.084
11 C -1.435 0.165 -1.193  C12 1.358, H14 1.092, H15 1.092
12 C -1.463 -1.107 -0.718  C11 1.358, C13 1.275
13 C -0.788 -2.044 -0.178  C12 1.275, H16 1.201, H17 1.080
14 H -1.503 0.323 -2.271  C11 1.092
15 H -1.861 0.966 -0.585  C11 1.092
16 H 0.318 -1.589 -0.069  C13 1.201
17 H -0.990 -3.042 0.183  C13 1.080

Here is what natural (NBO) gives for the atomic charges, in e: -0.620 -0.233 -0.334 -0.179 0.210 0.203 0.215 0.184 0.233 0.227 -0.474 0.098 -0.477 0.232 0.237 0.232 0.246

=====

The following is a quantum chemistry calculation of the molecule C5H9NOS in a non-equilibrium geometry, from OMol25.

Output
orbital gap	9.23	eV
relative energy (zero: lowest compared OMol25 entry of this formula, charge and spin)	302.1	kJ/mol
LUMO	0.71	eV
highest occupied orbital energy	-0.3131	Ha

Each atom is followed by the atoms it is bonded to, with distances in Å.
Positions of all 17 atoms, in Å:
1 C 3.335 -0.283 0.637  S2 1.788, H9 1.208, H10 1.137, H11 1.091
2 S 2.480 -0.177 -0.930  C1 1.788, C3 1.711
3 C 0.922 -0.498 -0.300  S2 1.711, C4 1.336, H12 1.261
4 C -0.168 0.259 -0.451  C3 1.336, N5 1.385, H13 1.112
5 N -1.511 0.147 -0.131  C4 1.385, C6 1.511, C7 1.357
6 C -2.409 1.362 -0.125  N5 1.511, H14 1.159, H15 1.084, H16 1.068
7 C -1.943 -1.139 -0.180  N5 1.357, O8 1.312, H17 1.216
8 O -3.217 -1.421 -0.316  C7 1.312
9 H 3.185 0.758 1.232  C1 1.208
10 H 2.990 -1.148 1.289  C1 1.137
11 H 4.416 -0.353 0.504  C1 1.091
12 H 0.735 -1.729 -0.094  C3 1.261
13 H -0.047 1.299 -0.826  C4 1.112
14 H -2.047 1.992 0.778  C6 1.159
15 H -2.386 1.923 -1.053  C6 1.084
16 H -3.348 0.896 0.078  C6 1.068
17 H -0.986 -1.887 -0.112  C7 1.216

Here is what natural (NBO) gives for the atomic charges, in e: -0.771 0.279 -0.466 0.009 -0.443 -0.410 0.524 -0.624 0.216 0.228 0.231 0.194 0.202 0.211 0.212 0.252 0.155